This record from OMol25 describes a cluster of 2 separate species, C5H16NO in total in a non-equilibrium geometry. The level of theory is ωB97M-V/def2-TZVPD.

```
23
Properties=species:S:1:pos:R:3:mulliken_charge:R:1
C -2.42241 -0.91724 0.64689 -1.61
C -1.04078 -0.34221 0.37570 0.27
C -0.93789 0.99857 1.02372 -0.70
C 0.21530 1.97139 0.56465 -0.76
C 1.57250 1.23070 0.41436 -0.82
N -0.69716 -0.58705 -1.05230 -0.21
H -2.85324 -1.69410 0.01528 0.40
H -2.67974 -1.03891 1.68873 0.38
H -3.15725 -0.13626 0.32315 0.41
H -0.37750 -1.11093 0.87657 0.22
H -0.82075 0.90612 2.12057 0.40
H -1.82829 1.64013 0.97318 0.39
H 0.35587 2.68752 1.36216 0.37
H -0.04719 2.45907 -0.36252 0.38
H 2.18634 1.73496 -0.34193 0.28
H 1.48585 0.15290 0.26113 0.10
H 1.97085 1.31592 1.44342 0.37
H -1.41923 -0.25184 -1.70984 0.40
H 0.03165 0.01773 -1.46382 0.34
H -0.65772 -1.58148 -1.27184 0.37
H 3.32564 -2.33115 -1.98754 0.32
H 3.14351 -1.05568 -1.20769 0.31
O 2.70251 -1.90605 -1.39277 -0.63
```

Summary:
total energy	-329.8211	hartree
gap between HOMO and LUMO	11.591	eV
multiplicity	1
LUMO level	-3.44	eV
relative energy (zero: lowest compared OMol25 entry of this formula, charge and spin)	1.625	eV
charge	+1